[1]
{"formula": "C37H42BrGeN2O6PdS", "method": "wB97M-V/def2-TZVPD", "mol_weight_da": 901.752, "homo_lumo_gap_ev": [5.70, 5.69], "total_energy_ev": -195190.047, "e_homo_ev": [-5.33, -5.33], "total_charge": -1, "e_above_lowest_kcal_mol": 14.4, "species": ["Pd", "C", "C", "C", "C", "C", "C", "C", "S", "O", "O", "N", "C", "C", "O", "O", "H", "H", "H", "H", "H", "H", "H", "H", "H", "N", "C", "C", "C", "C", "C", "C", "C", "C", "C", "C", "C", "C", "C", "H", "H", "H", "H", "H", "H", "H", "H", "H", "H", "C", "C", "C", "C", "Ge", "C", "C", "C", "C", "H", "H", "H", "H", "H", "H", "H", "H", "H", "H", "H", "H", "H", "H", "H", "H", "H", "H", "H", "Br", "C", "C", "C", "C", "C", "C", "C", "O", "O", "H", "H", "H", "H"], "coordinates": [[0.39435, 0.35603, 0.13814], [5.38732, -4.65584, 2.92593], [4.34283, -3.56743, 3.02560], [3.16748, -3.64454, 2.28646], [2.22274, -2.62388, 2.32666], [2.45713, -1.51406, 3.12774], [3.61787, -1.42347, 3.89163], [4.54776, -2.44875, 3.83494], [1.35528, -0.12989, 3.13119], [0.75164, -0.10762, 4.43470], [2.15027, 1.00832, 2.72257], [0.31388, -0.44144, 1.96256], [-0.87150, -1.28662, 2.08686], [-0.84333, -2.30238, 0.88697], [-1.41267, -3.39136, 1.04099], [-0.24262, -1.86565, -0.18856], [5.88768, -4.62520, 1.95303], [4.93936, -5.64629, 3.03024], [6.15257, -4.54442, 3.69716], [2.98611, -4.51297, 1.65445], [1.32280, -2.68939, 1.72296], [3.79197, -0.54524, 4.50894], [5.45774, -2.37972, 4.42674], [-1.77878, -0.70768, 1.90770], [-0.95168, -1.78847, 3.03787], [0.32517, 0.90958, -1.69112], [-0.06201, 1.69416, -2.59146], [-0.21220, 1.09679, -3.97193], [-0.82040, -0.14959, -4.09515], [-0.95276, -0.74009, -5.34675], [-0.46171, -0.09360, -6.47747], [0.15030, 1.15111, -6.35503], [0.26309, 1.75078, -5.10537], [-0.49366, 3.12661, -2.38762], [-1.49315, 3.66005, -3.20285], [-1.93751, 4.96204, -3.01331], [-1.38369, 5.74764, -2.00838], [-0.39064, 5.22181, -1.19274], [0.04959, 3.91673, -1.38246], [-1.18809, -0.64477, -3.19914], [-1.43044, -1.71056, -5.43624], [-0.55981, -0.55593, -7.45422], [0.53849, 1.65627, -7.23349], [0.73591, 2.72250, -5.00559], [-1.93450, 3.04882, -3.98050], [-2.72286, 5.35838, -3.64556], [-1.73999, 6.75974, -1.84854], [0.03325, 5.81708, -0.38931], [0.79377, 3.50434, -0.73059], [4.15125, -1.37445, -4.25633], [2.80753, -0.80739, -3.79344], [2.14703, -1.65299, -2.70146], [2.92330, -1.57454, -1.37809], [2.74081, -0.03405, -0.20406], [3.46023, 1.66810, -0.80424], [4.96080, 1.78382, -0.50194], [5.85638, 0.86484, -1.34240], [5.89971, 1.25739, -2.82183], [4.57962, -0.77865, -5.06910], [4.02637, -2.40154, -4.62236], [4.89159, -1.39933, -3.44821], [2.14014, -0.73030, -4.65166], [2.94867, 0.21819, -3.41951], [2.10080, -2.69547, -3.04272], [1.11691, -1.33828, -2.55340], [4.00652, -1.65595, -1.55084], [2.65336, -2.40787, -0.71963], [3.72702, -0.42055, 0.90822], [2.91907, 2.42019, -0.23142], [3.22084, 1.84307, -1.85673], [5.12404, 1.56857, 0.56001], [5.27662, 2.82079, -0.66209], [5.50236, -0.16731, -1.24817], [6.87044, 0.88110, -0.93473], [4.91468, 1.16994, -3.29628], [6.58871, 0.62376, -3.38863], [6.23040, 2.29739, -2.93413], [-3.39209, 5.94612, 4.10351], [-3.52162, 4.84755, 2.55463], [-4.58613, 5.03955, 1.68564], [-4.67868, 4.23286, 0.55572], [-3.72260, 3.25296, 0.31204], [-2.65889, 3.08541, 1.18632], [-2.54956, 3.88899, 2.31838], [-1.58896, 2.06878, 0.86316], [-0.42487, 2.26322, 1.32540], [-1.89930, 1.09332, 0.13096], [-5.32634, 5.80194, 1.89050], [-5.50694, 4.37284, -0.13499], [-3.78402, 2.60551, -0.55792], [-1.70486, 3.75986, 2.98268]], "forces_ev_per_angstrom": [[-1.560, 0.957, 1.659], [-0.052, 0.076, 0.003], [0.099, -0.005, 0.020], [-0.075, -0.055, -0.066], [0.110, -0.041, 0.124], [0.377, -0.138, 0.065], [-0.091, -0.103, -0.063], [0.111, -0.027, 0.051], [-0.858, -0.138, -0.950], [-0.195, -0.039, 0.213], [0.063, -0.048, -0.085], [0.311, 0.101, 0.929], [0.536, -0.306, -1.288], [-0.424, 0.015, 0.707], [0.716, 0.951, -0.676], [0.077, 0.236, 0.314], [-0.038, 0.005, 0.065], [0.002, 0.040, 0.001], [-0.066, 0.004, -0.042], [0.013, 0.136, 0.090], [0.214, 0.011, 0.087], [-0.038, -0.142, -0.113], [-0.079, -0.008, -0.074], [-0.060, 0.193, 0.213], [0.103, -0.233, 0.257], [0.288, -0.854, -1.283], [-0.191, 0.099, 0.634], [0.178, 0.282, 0.054], [-0.062, -0.071, -0.012], [0.083, 0.068, 0.020], [0.014, 0.057, 0.056], [-0.034, -0.030, 0.052], [0.008, -0.133, -0.104], [-0.216, -0.318, -0.314], [-0.028, 0.195, 0.051], [0.050, -0.065, 0.056], [-0.041, -0.024, 0.020], [0.011, -0.090, 0.042], [-0.189, 0.176, -0.069], [0.089, 0.067, -0.109], [0.033, 0.093, 0.005], [0.018, 0.027, 0.068], [-0.029, -0.044, 0.053], [-0.041, -0.037, -0.006], [0.018, 0.011, 0.019], [0.007, 0.008, 0.017], [0.037, -0.057, -0.026], [-0.047, -0.060, -0.101], [0.276, -0.169, 0.217], [0.013, -0.047, -0.046], [0.098, 0.014, 0.127], [0.381, 0.034, 0.063], [-0.610, -0.551, -0.284], [0.842, -0.363, -0.284], [-0.116, 0.432, -0.107], [0.010, -0.102, -0.022], [-0.178, 0.107, -0.140], [-0.071, 0.070, -0.013], [-0.038, -0.051, 0.078], [0.013, 0.137, 0.047], [-0.113, -0.002, -0.128], [-0.098, 0.019, -0.080], [-0.097, -0.155, -0.084], [0.069, 0.038, 0.044], [-0.003, 0.074, 0.111], [-0.147, 0.026, 0.118], [0.010, 0.001, -0.122], [-0.347, -0.011, 0.422], [-0.023, 0.208, 0.029], [0.021, -0.019, 0.076], [-0.030, 0.032, -0.072], [0.013, 0.002, 0.013], [0.086, 0.024, 0.013], [-0.008, 0.013, 0.008], [0.201, 0.032, 0.120], [-0.065, 0.047, 0.077], [-0.032, -0.126, 0.028], [0.004, -0.018, -0.021], [0.028, -0.078, -0.065], [0.060, -0.126, -0.074], [0.014, -0.012, 0.024], [-0.185, -0.035, -0.136], [0.248, 0.095, 0.111], [0.002, 0.062, -0.061], [-0.231, -0.597, -0.409], [0.487, -0.417, -0.848], [0.220, 0.600, 0.505], [0.025, -0.023, -0.007], [0.136, -0.028, 0.103], [0.015, 0.104, 0.117], [-0.033, 0.012, -0.011]], "mulliken_charge": [1.527, -1.407, 0.952, -0.844, -0.226, 0.747, -1.095, -0.814, 0.998, -0.734, -0.636, 0.348, -0.629, 0.509, -0.785, -0.465, 0.280, 0.352, 0.358, 0.386, 0.390, 0.396, 0.297, 0.131, 0.481, -0.787, -0.873, 0.616, -0.218, -0.698, -0.438, -0.854, -0.028, 0.534, -0.414, -0.858, -0.438, -0.772, -0.046, 0.412, 0.405, 0.374, 0.365, 0.459, 0.471, 0.391, 0.401, 0.415, 0.448, -1.679, 1.355, -0.644, -0.646, 0.351, -0.289, -1.191, 0.293, -1.295, 0.420, 0.432, 0.273, 0.070, -0.702, 0.668, -0.236, 0.614, 0.168, -0.329, 0.142, 0.393, 0.276, 0.541, -0.124, 0.421, 0.182, 0.372, 0.388, -0.226, -0.093, -0.342, -0.728, -0.448, 0.044, -0.145, 1.133, -0.824, -0.787, 0.408, 0.386, 0.456, 0.557]}

[2]
{"formula": "C9H36O9", "method": "wB97M-V/def2-TZVPD", "mol_weight_da": 288.378, "homo_lumo_gap_ev": 9.98, "total_energy_ev": -28339.981, "e_homo_ev": -9.61, "total_charge": 0, "smiles": "CO.CO.CO.CO.CO.CO.CO.CO.CO", "e_above_lowest_kcal_mol": 122.8, "species": ["C", "O", "H", "H", "H", "H", "C", "O", "H", "H", "H", "H", "C", "O", "H", "H", "H", "H", "C", "O", "H", "H", "H", "H", "C", "O", "H", "H", "H", "H", "C", "O", "H", "H", "H", "H", "C", "O", "H", "H", "H", "H", "C", "O", "H", "H", "H", "H", "C", "O", "H", "H", "H", "H"], "coordinates": [[-0.31254, 3.07063, 3.06562], [-1.27849, 3.34934, 2.03840], [0.48878, 3.81462, 2.93152], [-0.68983, 3.20674, 4.07210], [0.13748, 2.09860, 2.85010], [-0.76084, 3.40388, 1.22748], [-3.45468, -1.98013, -3.60793], [-2.72519, -1.29423, -2.59064], [-2.73695, -2.17126, -4.40707], [-3.83018, -2.96190, -3.31797], [-4.28356, -1.37548, -3.97111], [-2.91432, -1.70708, -1.73897], [2.66175, 3.10130, 0.78296], [1.36892, 2.67111, 0.27504], [2.44169, 3.85358, 1.53678], [3.09823, 2.22999, 1.27176], [3.21377, 3.50691, -0.05918], [1.42871, 2.48901, -0.66793], [1.49358, 0.08697, 4.54536], [0.18728, -0.17801, 4.06278], [1.50952, 1.09883, 4.96598], [1.85138, -0.58919, 5.33002], [2.23559, -0.01932, 3.74556], [0.25683, -0.29386, 3.10859], [0.62510, -0.24840, -3.37192], [-0.09947, -1.32059, -3.95565], [0.02348, 0.66881, -3.31454], [1.08701, -0.47487, -2.41145], [1.41346, 0.08347, -4.05443], [-0.93051, -1.30754, -3.45317], [0.93120, -3.41101, 0.93245], [1.88473, -4.40580, 1.23228], [0.81756, -3.33931, -0.15747], [-0.03022, -3.66856, 1.39322], [1.19342, -2.41218, 1.27688], [1.68517, -5.24734, 0.82853], [4.49990, 1.49262, -1.88036], [3.16242, 1.03322, -1.64849], [4.44721, 2.30709, -2.60321], [5.02185, 1.78518, -0.97044], [5.07912, 0.72791, -2.41056], [3.27225, 0.42026, -0.91064], [-0.56635, -0.19783, 0.00466], [0.23470, 0.10905, 1.12883], [-1.59928, -0.17206, 0.35532], [-0.63208, 0.59096, -0.75511], [-0.25978, -1.09216, -0.53280], [0.91426, 0.74827, 0.87762], [-5.16327, -1.05287, 0.01531], [-4.88310, -2.24152, -0.71099], [-4.37231, -0.30583, 0.00699], [-6.09255, -0.61486, -0.36082], [-5.35510, -1.27396, 1.07306], [-5.69576, -2.59121, -1.07235]], "forces_ev_per_angstrom": [[0.938, 0.689, -1.542], [-0.166, -0.032, 0.581], [0.054, -0.090, 0.369], [-0.480, -0.364, -0.112], [-0.233, -0.092, 0.677], [-0.072, -0.091, -0.012], [0.497, -0.179, -0.264], [0.021, -0.217, 0.188], [-0.230, 0.137, -0.272], [-0.021, 0.115, 0.382], [-0.010, 0.080, -0.017], [-0.240, 0.051, -0.112], [-1.503, -0.466, -0.385], [-0.089, 0.092, 0.296], [0.247, 0.121, -0.067], [0.575, 0.200, -0.142], [0.512, -0.015, 0.327], [0.320, -0.047, -0.035], [0.208, 0.204, -0.105], [0.339, -0.400, 0.302], [0.230, -0.015, -0.146], [-0.554, -0.177, 0.003], [-0.023, 0.312, 0.010], [-0.269, 0.035, -0.136], [0.356, 0.805, -0.954], [-0.083, 0.457, 0.666], [-0.270, -0.231, 0.440], [-0.124, -0.126, 0.048], [0.172, -0.536, 0.019], [-0.099, -0.376, -0.171], [-0.839, -0.533, -0.753], [0.992, 0.592, 0.759], [-0.250, 0.078, 0.097], [-0.046, 0.172, -0.174], [0.545, -0.277, 0.313], [-0.401, -0.005, -0.249], [-0.053, -0.213, -1.113], [0.631, 0.098, 0.590], [-0.083, 0.260, 0.355], [-0.084, 0.142, 0.027], [0.033, -0.129, 0.315], [-0.476, -0.114, -0.154], [-0.880, 1.012, -0.265], [0.544, -0.195, -0.074], [-0.036, -0.881, 0.059], [0.671, 0.220, 0.154], [-0.164, -0.343, 0.314], [-0.199, 0.253, -0.063], [-1.235, -0.046, 0.680], [0.894, 0.186, 0.011], [0.238, -0.280, -0.533], [0.232, 0.302, -0.046], [0.123, -0.139, -0.084], [-0.159, -0.004, -0.001]], "mulliken_charge": [-0.338, -0.574, 0.180, 0.345, 0.080, 0.301, -0.634, -0.521, 0.305, 0.265, 0.248, 0.254, -0.555, -0.350, 0.238, 0.194, 0.299, 0.255, -0.603, -0.482, 0.239, 0.286, 0.206, 0.377, -0.486, -0.547, 0.246, 0.155, 0.329, 0.368, -0.289, -0.545, 0.197, 0.258, 0.061, 0.307, -0.760, -0.376, 0.257, 0.316, 0.285, 0.259, -0.654, -0.270, 0.349, 0.279, 0.149, 0.069, -0.558, -0.483, 0.223, 0.299, 0.257, 0.289]}

[3]
{"formula": "CH2Cl3P", "method": "wB97M-V/def2-TZVPD", "mol_weight_da": 151.360, "homo_lumo_gap_ev": 7.72, "total_energy_ev": -47922.895, "e_homo_ev": -8.96, "total_charge": 0, "e_above_lowest_kcal_mol": 61.6, "species": ["C", "P", "Cl", "Cl", "Cl", "H", "H"], "coordinates": [[-1.86398, 1.49574, -1.00503], [-0.71622, -0.48490, 0.30411], [-1.19689, 1.51489, -2.59795], [-3.56726, 1.17388, -0.97940], [-1.44088, 2.91633, -0.07864], [0.22797, 0.40282, 0.82467], [0.06516, -0.70000, -0.83639]], "forces_ev_per_angstrom": [[1.324, -2.058, 1.815], [-1.614, 1.788, -1.310], [0.050, 0.026, -0.231], [-0.128, 0.008, -0.065], [-0.060, 0.060, -0.093], [0.237, 0.316, 0.159], [0.191, -0.139, -0.275]], "mulliken_charge": [0.088, 0.087, -0.097, -0.102, -0.110, 0.067, 0.066]}